14
Properties=species:S:1:pos:R:3:forces:R:3 method="wB97M-V/def2-TZVPD" de_lowest_kcal_mol=104.50 lumo_ev=0.34 gap_ev=9.75 homo_energy_ha=-0.3458 total_charge=0 spin_multiplicity=1
C -0.291611 -0.335273 0.023233 0.5 -4.4 -0.3
C 0.937393 -0.895945 0.608120 1.3 -1.4 -2.2
H -0.441423 2.923966 -0.078600 3.8 -3.9 0.1
H 0.972296 1.700911 0.751462 -1.9 1.9 -2.6
H 0.862106 -2.012147 0.698757 0.0 1.2 0.7
H 1.376442 -0.301532 1.355817 -0.2 0.1 1.8
H 1.956905 0.549970 -1.156309 0.9 -2.3 0.9
H -1.498740 -1.772026 0.588813 0.5 -0.3 -1.3
H -2.289735 0.217526 -0.734625 0.3 0.4 -0.1
N 0.407561 1.976427 -0.209072 -3.0 -0.5 2.9
N -0.550144 0.791577 -0.326839 -0.2 6.1 -1.2
N -1.274989 -1.402630 -0.375824 -1.1 2.2 2.8
O -2.566379 -0.685855 -0.539196 0.6 -1.4 -0.4
S 2.400317 -0.754968 -0.605733 -1.4 2.2 -1.0

13
Properties=species:S:1:pos:R:3:forces:R:3 method="wB97M-V/def2-TZVPD" de_lowest_kcal_mol=110.57 lumo_ev=0.28 gap_ev=8.29 homo_energy_ha=-0.2943 total_charge=0 smiles="CNC(=S)NN" spin_multiplicity=1
C -1.083074 -1.581413 -0.463930 -3.1 -6.2 -3.5
N -0.310403 -0.600364 -0.890444 1.7 -0.1 -8.7
C 0.354679 0.171712 -0.144121 1.1 2.6 1.4
S 1.747754 0.986301 -0.606404 -0.2 -0.2 0.6
N -0.302290 0.210352 1.020348 2.4 2.9 8.6
N -1.731022 0.195314 1.367817 0.6 -0.6 2.3
H -0.731483 -2.075920 0.310425 1.4 -1.3 5.0
H -2.120332 -1.449742 -0.432874 -1.5 0.5 0.3
H -0.959903 -2.628388 -1.047428 -0.2 2.4 -0.2
H 0.039013 -0.699182 -1.891599 -0.6 0.6 1.9
H 0.389281 0.530378 1.969433 -2.6 -1.0 -4.1
H -1.851161 -0.876173 2.042441 0.2 4.8 -2.1
H -1.953092 1.239311 1.916306 0.9 -4.4 -1.5

13
Properties=species:S:1:pos:R:3:forces:R:3 method="wB97M-V/def2-TZVPD" de_lowest_kcal_mol=89.06 lumo_ev=0.89 gap_ev=8.66 homo_energy_ha=-0.2856 total_charge=0 spin_multiplicity=1
C -2.752106 -0.116891 0.213854 -0.8 -0.8 -0.7
S -0.962506 -0.380134 -0.099504 -0.7 0.1 0.6
N -0.187652 1.165672 -0.192874 -1.8 -2.1 -0.3
C 1.063375 1.103732 -0.038080 0.8 0.7 0.1
N 2.053912 0.192550 0.263726 2.0 0.5 2.1
N 2.036620 -1.171007 -0.114040 -0.8 -3.1 1.4
H -3.307930 0.278706 -0.714387 0.9 -0.6 1.3
H -3.051273 0.583552 1.103245 0.8 -1.9 -1.4
H -2.984648 -1.321280 0.286728 0.0 3.2 0.3
H 1.412961 2.042644 -0.349262 1.5 1.5 0.4
H 2.973919 0.628216 0.909934 -3.6 -2.1 -3.1
H 1.524100 -1.363515 -1.002353 0.7 0.9 1.0
H 1.645190 -1.997725 0.605826 1.0 3.6 -1.9

13
Properties=species:S:1:pos:R:3:forces:R:3 method="wB97M-V/def2-TZVPD" de_lowest_kcal_mol=123.44 lumo_ev="-4.01 / -4.01" gap_ev="9.60 / 9.61" homo_energy_ha="-0.5005 / -0.5005" total_charge=+1 spin_multiplicity=1
C 1.244149 0.015541 -0.045983 -2.8 0.6 -0.5
C -0.746103 1.311391 -0.051168 -0.2 2.5 2.7
N 0.547037 0.986888 -0.107327 0.7 -1.2 -0.3
N -0.756300 -1.455667 -0.207718 1.7 -0.5 -0.3
N 2.395868 -0.516371 0.064979 1.4 0.1 0.7
N -1.564464 -0.450109 -0.108587 -2.4 1.9 1.2
H -0.962696 1.643933 1.084135 -0.2 -0.6 -2.7
H -0.992377 2.096211 -0.846296 -0.4 -1.5 1.0
H -0.626246 -1.993967 0.678398 -0.3 1.1 -0.5
H 3.168143 0.104095 0.214441 0.5 0.3 0.3
H 2.606474 -1.260041 -0.534974 0.2 -1.5 -0.8
H -2.140002 -0.312582 0.768942 0.9 -0.4 -1.0
H -2.173477 -0.169320 -0.908838 0.9 -1.0 0.3

14
Properties=species:S:1:pos:R:3:forces:R:3 method="wB97M-V/def2-TZVPD" de_lowest_kcal_mol=143.90 lumo_ev=-3.05 gap_ev=12.29 homo_energy_ha=-0.5639 total_charge=+1 smiles="[H]/N=C(/N)[N@+]1(C)NO1" spin_multiplicity=1
H -0.477687 0.453284 -2.579130 0.1 0.3 0.1
N -0.532354 -0.422673 -2.098039 -0.3 -0.3 -0.7
C -0.254917 -0.768846 -0.975952 0.9 1.6 0.2
N -0.463729 -1.830006 -0.240380 -0.3 -1.0 0.8
N 0.634612 0.331896 0.054234 -1.5 -1.1 -1.3
C -0.062118 0.998386 1.129103 -0.2 0.6 0.9
N 1.729823 0.987147 -0.479030 0.6 2.0 -0.6
O 1.898892 -0.140602 0.338233 1.0 -1.3 0.9
H -1.002291 -2.580876 -0.651447 0.0 0.0 0.0
H 0.080917 -2.042991 0.581208 0.0 0.0 -0.1
H -0.796890 1.676060 0.698737 0.0 -0.1 -0.1
H -0.560136 0.259495 1.753656 0.0 -0.1 -0.1
H 0.653242 1.566827 1.726505 0.0 -0.1 -0.2
H 1.918443 0.750545 -1.464413 -0.4 -0.6 0.2

14
Properties=species:S:1:pos:R:3:forces:R:3 method="wB97M-V/def2-TZVPD" de_lowest_kcal_mol=133.59 lumo_ev="-3.70 / -6.84" gap_ev="7.31 / 6.79" homo_energy_ha="-0.4049 / -0.5007" total_charge=+1 s_squared=2.0125 spin_multiplicity=3
C 0.982754 -0.612948 -0.742324 -4.2 -1.9 -2.4
C -1.096837 -0.587042 0.115351 0.6 -0.1 -0.3
N -1.603294 0.463390 -0.072157 -1.4 -2.7 1.1
N -1.188960 -1.792644 0.511615 -0.6 -0.4 1.9
N -1.159804 1.571699 -0.494848 -0.7 4.9 -1.1
N 2.005559 0.810817 0.784663 -0.3 1.1 1.6
O 1.968860 -0.092695 -0.244171 4.2 2.5 2.4
H 1.171815 -1.329462 -1.525355 -0.7 -0.4 -0.2
H -1.598463 -1.907004 1.455868 0.7 -0.8 -0.9
H -0.996540 -2.446361 -0.207223 -0.2 -1.5 0.1
H -0.590110 1.340273 -1.317076 0.0 1.3 0.0
H -2.013251 2.221222 -0.548381 2.3 -0.8 -0.8
H 1.222977 1.114611 1.373385 0.1 -0.9 -1.1
H 2.895298 1.246143 0.910647 0.3 -0.2 -0.4

16
Properties=species:S:1:pos:R:3:forces:R:3 method="wB97M-V/def2-TZVPD" lumo_ev="-3.37 / -8.02" gap_ev="7.20 / 5.69" homo_energy_ha="-0.3883 / -0.5039" total_charge=+1 s_squared=2.0094 spin_multiplicity=3
C 0.554396 0.626167 -0.160320 -0.7 -1.2 -2.9
C -2.112176 -0.695736 -0.067501 3.1 -1.2 -1.6
N 0.384224 0.739751 1.184413 -0.2 0.0 -2.3
N -1.971346 -1.892821 0.454700 -0.5 -1.0 0.4
N 1.508608 1.289557 -0.906427 -0.2 0.4 2.9
N -0.287096 -0.175580 -0.762903 -1.1 0.0 2.5
O -2.918829 -0.313934 -1.028805 0.4 -2.0 -1.4
O -1.993921 1.943566 0.045241 4.8 4.6 -0.8
S -2.891197 0.907353 0.203356 -7.2 -0.7 3.1
H 0.243673 -0.190976 1.524736 0.1 0.1 1.0
H 0.981009 1.397520 1.590357 1.0 0.6 1.5
H -1.749970 -2.697645 -0.103803 -0.3 -0.1 -0.6
H -2.001196 -2.116089 1.422969 0.1 0.4 0.8
H 1.590260 1.224388 -1.882015 -0.6 -0.7 -1.3
H 1.528425 2.252493 -0.656417 0.7 0.9 0.5
H -0.145554 -0.726412 -1.553226 0.8 -0.3 -1.9

14
Properties=species:S:1:pos:R:3:forces:R:3 method="wB97M-V/def2-TZVPD" de_lowest_kcal_mol=86.24 lumo_ev=-4.45 gap_ev=9.30 homo_energy_ha=-0.5050 total_charge=+1 spin_multiplicity=1
C -1.155171 0.708997 -0.284395 0.6 -2.1 -6.9
C -1.127046 -1.908504 0.286830 0.1 1.0 2.0
N 3.582550 0.373196 0.384436 6.3 0.9 1.7
N 2.480644 0.146905 0.209456 -8.8 0.4 -2.0
N 1.331346 0.213980 0.069454 2.8 -1.1 0.7
N -1.210620 1.975877 -0.232618 0.0 -0.6 0.7
S -2.054209 -0.317457 0.699796 1.1 -1.1 -0.7
H -0.136328 -1.698890 0.682175 0.2 0.0 -0.4
H -1.076455 -2.256834 -0.737133 -0.6 0.1 0.0
H -1.542559 -2.554223 1.060891 -0.3 -0.5 -0.7
H 4.314041 0.017765 -0.209395 0.1 -0.3 -0.2
H -0.773126 0.353599 -1.627788 -0.8 0.5 4.8
H -0.909895 2.689201 -0.819805 0.9 0.8 -1.7
H -1.723170 2.256382 0.518091 -1.5 1.9 2.8

In the order shown, the computed total energy values come out to -19535.3090 -17488.1172 -17489.0497 -8136.8938 -10183.0535 -10178.6156 -23064.5072 -18972.0116 eV.